The following is a quantum chemistry calculation of C6H15NO6PSn as an isolated structure, from OMol25.

Geometry as ORCA input:
```
! wB97M-V def2-TZVPD RIJCOSX def2/J DEFGRID3
* xyz -1 1
O -2.37 -5.19 1.31
O 1.26 -0.09 1.86
H 1.78 0.45 -0.69
C 1.52 -0.49 3.20
O -1.90 -3.28 -0.34
H 0.37 3.20 -1.59
H -1.01 -0.90 -3.63
C -0.19 2.31 -1.28
H 2.31 2.08 -0.44
H 0.86 -1.33 3.46
O -0.65 -3.24 1.86
H 3.19 0.73 1.38
Sn -1.18 -0.66 0.83
H 1.13 0.33 3.81
N 0.32 1.82 0.00
H 1.95 1.79 2.07
P -1.98 -3.73 1.18
H -2.48 0.20 -3.46
H -0.55 1.60 -3.29
C -1.77 -0.47 -2.97
H 0.82 0.84 -2.60
C 2.12 0.95 1.40
H -1.22 2.61 -1.08
H 0.16 2.51 0.73
O -3.10 -2.75 1.72
H 2.56 -0.79 3.33
C -0.17 1.22 -2.33
O -1.10 0.25 -1.94
H -2.35 -1.26 -2.50
C 1.68 1.29 0.00
*
```

The molar mass comes out at 346.872 g/mol. The energy above the lowest of the compared OMol25 structures with the same formula, charge and spin is 0.0 kJ/mol. Its HOMO-LUMO gap is 4.8 eV.

Let us look at the Mulliken charges, expressed in e, one per atom:
1 O -0.765
2 O -0.074
3 H 0.291
4 C -0.846
5 O -0.630
6 H 0.380
7 H 0.330
8 C -0.849
9 H 0.390
10 H 0.227
11 O -0.632
12 H 0.376
13 Sn 0.859
14 H 0.373
15 N -0.099
16 H 0.382
17 P 0.771
18 H 0.309
19 H 0.461
20 C -0.837
21 H 0.337
22 C -0.793
23 H 0.316
24 H 0.199
25 O -0.722
26 H 0.284
27 C -0.530
28 O -0.157
29 H 0.235
30 C -0.587